## a
C3H6N2 in the gas phase. Source: the OMol25 dataset; level of theory: ωB97M-V with the def2-TZVPD basis set.

HOMO energy (Ha): -0.322
SMILES: C=NN1CC1
Multiplicity: 1
Charge: 0
LUMO energy (eV): 0.93

Element x y z (Å)
C -1.7669 0.0806 0.0639
N -1.0950 -1.0132 -0.0896
N 0.2374 -1.2655 -0.2516
C 0.8278 0.1471 -0.7603
C 1.1266 -0.2093 0.6706
H -2.8308 0.2225 -0.0656
H -1.2031 1.1151 0.2611
H 1.9065 -0.1808 -1.2117
H 0.2747 1.1676 -1.0655
H 2.0146 -0.3930 0.9160
H 0.5083 0.3289 1.5327

---

## b
C3H6N2 in the gas phase. Source: the OMol25 dataset; level of theory: ωB97M-V with the def2-TZVPD basis set.

HOMO energy (Ha): -0.329
SMILES: C=NN1CC1
Multiplicity: 1
Charge: 0
LUMO energy (eV): 1.08

Element x y z (Å)
C 2.1053 -0.0739 -0.1493
N 1.0148 -0.7793 -0.0036
N -0.1712 -0.2704 -0.6289
C -1.4494 -0.7805 -0.0415
C -0.9343 0.6665 0.0324
H 2.4579 1.0550 -0.5478
H 2.9532 -0.3153 0.5423
H -1.4251 -1.0091 1.0423
H -2.3315 -0.8416 -0.7465
H -1.4618 1.2600 -0.5756
H -0.7579 1.0886 1.0764

---

We find b to be the most stable, with the next structure 122.0 kJ/mol higher.